{
  "formula": "C12H24BrClIO4P3S",
  "method": "ωB97M-V/def2-TZVPD",
  "e_tot_ha": -5526.566819,
  "elements": ["C", "C", "C", "C", "C", "C", "Br", "O", "C", "Cl", "P", "P", "O", "O", "O", "C", "P", "S", "C", "C", "C", "C", "I", "H", "H", "H", "H", "H", "H", "H", "H", "H", "H", "H", "H", "H", "H", "H", "H", "H", "H", "H", "H", "H", "H", "H", "H"],
  "xyz": [[3.6769, -1.4228, -0.2764], [3.3747, -0.5421, 1.0720], [4.5598, -0.9337, 2.1751], [1.8539, -0.6724, 1.6670], [0.8845, -1.7366, 0.8841], [0.2977, -1.1579, -0.5678], [0.7442, -2.7363, -1.7809], [0.8635, 0.1462, -1.0477], [-0.0974, 0.8497, -1.9564], [0.7182, 0.9324, -3.6494], [-0.7366, 2.5815, -1.4654], [0.8271, 3.8085, -0.5296], [1.7190, 4.5790, -1.5828], [0.0150, 4.9551, 0.5573], [1.7395, 2.7157, 0.5124], [-1.4453, -0.1368, -2.0396], [-3.0961, 0.6158, -2.6361], [-3.1414, 0.7702, -4.6142], [-1.3221, -0.7438, -0.5219], [-2.3980, -1.8563, 0.0185], [-3.4300, -1.2683, 1.1541], [-4.3577, -0.0105, 0.6590], [-2.4576, -0.6398, 3.0266], [3.3084, -2.5339, -0.2416], [3.3249, -0.8398, -1.2568], [4.8651, -1.4807, -0.3770], [3.5687, 0.5989, 0.7843], [5.6193, -0.6840, 1.7263], [4.5174, -2.0957, 2.3160], [4.4624, -0.3220, 3.1712], [1.2749, 0.3525, 1.7700], [1.9636, -1.0818, 2.7824], [1.3843, -2.8044, 0.7709], [-0.0565, -1.9141, 1.5974], [-1.7569, 2.4191, -0.4209], [0.6336, 5.2240, 1.2997], [1.0514, 2.4653, 1.2250], [-1.1431, -0.8176, -2.9638], [-4.1501, -0.3602, -2.3275], [-3.4861, 1.8355, -1.9698], [-1.3781, 0.2017, 0.1669], [-3.0204, -2.3901, -0.8423], [-1.7838, -2.7217, 0.5411], [-4.1678, -2.1471, 1.4498], [-5.1081, 0.2264, 1.5507], [-3.7426, 0.9998, 0.5027], [-4.9722, -0.2269, -0.3130]],
  "atomic_forces_ev_per_a": [[1.2133, 0.6688, -0.3748], [1.0241, 0.8437, -0.3637], [-0.3130, 0.0620, -0.7046], [-0.0509, -0.7603, 0.8915], [-0.3799, 0.6388, 0.9235], [-0.9194, 0.7649, 1.3805], [-0.8061, 1.1663, -0.0386], [-2.0290, -1.2730, -0.3718], [-0.0606, -1.8946, 0.3956], [-0.8602, 0.1837, 1.9337], [-0.7450, 0.4826, -0.7751], [3.9598, 2.9748, 0.0753], [-3.2858, -3.2748, 3.8898], [2.0193, -2.3881, -0.8666], [-3.3214, 2.0380, -0.2570], [1.6622, 0.0753, 0.4519], [-0.3774, -0.7533, -1.9475], [0.2323, 0.1836, 1.1153], [0.3485, -0.3163, -0.8190], [0.5245, -0.5143, 0.4685], [-1.4697, -0.4708, -1.7212], [-0.1541, 0.6173, 0.8923], [-0.2597, -0.3432, -0.8893], [0.5266, 2.2871, -0.0761], [0.4457, -1.5594, 2.2282], [-2.5370, 0.1105, 0.2255], [-0.5505, -2.4790, 0.5533], [-2.1775, -0.4450, 0.7684], [0.0916, 2.2004, 0.1528], [0.0113, -1.4237, -1.8162], [1.3488, -2.0264, -0.4026], [-0.3637, 0.8129, -2.3368], [-0.9754, 2.5852, 0.0287], [1.9187, 0.5168, -1.6642], [1.3059, -0.3417, -0.2712], [-0.7870, -0.5054, -1.3363], [1.5945, 0.3274, -1.4277], [-0.9680, 0.8342, 2.1979], [1.1756, 0.8325, 0.5084], [0.3895, -0.9247, 0.0972], [0.2398, -1.8767, -0.9762], [1.2760, 1.3966, 1.7250], [-1.2331, 1.7357, -1.1301], [1.7013, 1.8720, -0.5053], [1.5175, -0.5045, -2.0341], [-1.1165, -2.3104, 0.2866], [1.2142, 0.1743, 1.9164]]
}